1.
{
  "formula": "C7H15P",
  "method": "wB97M-V/def2-TZVPD",
  "symbols": ["C", "C", "C", "C", "C", "C", "C", "P", "H", "H", "H", "H", "H", "H", "H", "H", "H", "H", "H", "H", "H", "H", "H"],
  "positions_angstrom": [[2.110, 0.512, -0.066], [2.145, 1.792, 0.039], [-2.521, 0.238, 0.608], [-2.358, 0.143, -0.715], [-2.097, 1.263, -1.694], [0.519, -0.737, 1.951], [1.532, -2.089, -0.467], [0.638, -0.533, 0.123], [3.057, -0.152, -0.046], [1.213, 2.314, 0.176], [3.066, 2.450, -0.131], [-2.781, -0.701, 1.255], [-2.378, 1.142, 1.115], [-2.573, -0.894, -1.040], [-1.329, 0.850, -2.446], [-1.691, 2.096, -1.227], [-2.958, 1.651, -2.302], [1.385, -1.184, 2.450], [0.458, 0.358, 2.306], [-0.435, -1.283, 2.090], [2.607, -1.894, -0.358], [1.065, -3.088, -0.095], [1.326, -2.256, -1.525]],
  "forces_ev_per_angstrom": [[1.9347, -3.8655, 1.0071], [1.2292, 3.4832, -0.6669], [-0.6107, -2.3963, -0.0507], [-1.7837, -0.7175, 0.7888], [0.2429, -2.3311, -2.1519], [-0.0819, 1.5744, -0.0220], [-1.5013, -1.1538, 0.1872], [0.4863, -0.8223, -0.8873], [-1.1015, 1.6072, -0.5316], [-0.2078, 0.4108, -0.0928], [-1.2926, -1.1725, 0.5864], [0.5503, 1.9302, -1.3678], [0.1454, 1.2646, 0.8619], [0.4116, 0.8219, -0.6202], [-1.0012, 0.8430, 0.9561], [0.9248, 1.5256, 1.0242], [0.4358, -0.8275, 0.6776], [-0.2669, -0.1666, -0.1397], [-0.2862, -1.7393, -0.2307], [0.6300, 0.3652, 0.4599], [-0.2876, -0.9945, 0.2937], [1.2818, 1.7574, 0.2132], [0.1488, 0.6034, -0.2944]],
  "e_above_lowest_kj_mol": 155.1,
  "smiles": "C=CP(C)C.C=CC",
  "energy_ev": -16788.0355,
  "total_charge": 0,
  "e_homo_ev": -7.878
}

---

2.
{
  "formula": "C7H15P",
  "method": "wB97M-V/def2-TZVPD",
  "symbols": ["C", "C", "C", "C", "C", "C", "C", "P", "H", "H", "H", "H", "H", "H", "H", "H", "H", "H", "H", "H", "H", "H", "H"],
  "positions_angstrom": [[2.908, -0.961, -0.586], [3.841, -0.663, -1.304], [5.025, -0.677, -2.104], [-1.637, 1.582, 0.168], [-0.863, 0.845, 2.484], [-1.431, -1.367, -1.231], [-1.582, 0.503, 1.177], [-0.391, -0.686, 0.188], [-0.729, -1.899, 1.064], [1.922, -0.946, -0.160], [4.797, -0.597, -3.241], [5.438, -1.812, -2.094], [5.876, 0.075, -1.837], [-0.524, 1.920, -0.156], [-2.166, 1.339, -0.744], [-2.156, 2.372, 0.541], [-0.852, 1.827, 2.708], [0.198, 0.541, 2.276], [-1.227, 0.386, 3.390], [-2.455, -1.123, -0.965], [-1.079, -2.469, -1.347], [-1.373, -0.751, -2.113], [-2.651, 0.009, 1.261]],
  "forces_ev_per_angstrom": [[0.4159, 0.9561, -0.9650], [-0.9937, -0.7533, 1.2009], [2.5838, -1.6481, -2.4180], [3.1072, 0.3449, -1.7355], [0.9779, -3.1550, -1.4218], [0.7470, -0.3183, 0.8229], [-0.9001, -2.9009, -1.0312], [-1.9930, -1.9155, 1.9307], [0.7372, 1.2908, -0.9611], [0.4836, -0.1866, 0.1760], [0.2216, 0.3677, 1.9065], [-0.5370, 2.6672, 0.3326], [-1.6689, -1.4262, -0.3458], [-2.4855, -0.5066, 0.7774], [0.0281, -0.4994, -0.2887], [-1.2297, 2.8565, 1.0837], [-0.0514, 3.6544, 0.3557], [-0.6337, 0.3275, 0.8489], [-0.1448, -0.7527, -0.0217], [-0.4837, -1.1828, 0.3707], [-1.2194, 2.0247, -0.1272], [0.9295, -0.1477, -0.6650], [2.1093, 0.9034, 0.1750]],
  "e_above_lowest_kj_mol": 286.9,
  "smiles": "CPC(C)C.C#CC",
  "energy_ev": -16786.6690,
  "total_charge": 0,
  "e_homo_ev": -9.012
}

---

3.
{
  "formula": "C7H15PSi",
  "method": "wB97M-V/def2-TZVPD",
  "symbols": ["C", "C", "C", "C", "C", "C", "C", "Si", "P", "H", "H", "H", "H", "H", "H", "H", "H", "H", "H", "H", "H", "H", "H", "H"],
  "positions_angstrom": [[-0.026, -0.893, -0.022], [-1.132, 0.511, -1.663], [-1.729, 0.657, 0.932], [-2.357, -1.304, -0.607], [3.033, -0.162, -0.932], [2.248, -0.207, 2.269], [-1.308, -0.191, -0.316], [1.752, -0.668, 0.461], [0.285, -2.574, 0.215], [-1.944, 0.941, -2.130], [-0.417, 1.411, -1.411], [-0.675, -0.086, -2.451], [-2.007, 1.531, 0.522], [-0.823, 0.838, 1.511], [-2.528, 0.223, 1.588], [-3.206, -0.826, -0.987], [-2.785, -1.840, 0.341], [-1.981, -2.133, -1.325], [3.118, 0.872, -1.002], [3.992, -0.793, -0.791], [2.685, -0.459, -1.919], [2.919, 0.579, 2.313], [1.269, 0.230, 2.790], [2.745, -1.105, 2.786]],
  "forces_ev_per_angstrom": [[0.9813, -1.1464, 0.9538], [3.5399, 2.2150, 1.7211], [1.1313, -2.8481, 0.3049], [0.3101, -2.1809, 1.5927], [0.0414, -3.5544, 0.8598], [-2.6466, -1.5815, 0.4421], [-1.1077, -2.6969, -0.3446], [-0.6510, -1.2177, -0.6561], [1.4257, 2.6478, -0.0275], [-2.3560, 0.8817, -0.4204], [-0.9743, -1.4747, -0.9048], [0.3193, -0.3542, 0.4270], [-1.4357, 3.4352, -0.8734], [-0.1773, 0.0539, 0.2329], [0.7974, 0.2031, -0.8295], [-1.4317, 0.5797, -1.0304], [1.2118, 0.8228, -1.4501], [-0.5915, 1.5652, 1.0779], [0.8209, 1.8800, 0.3124], [-1.1973, 1.5808, -0.0210], [-0.4205, -0.2921, 0.0496], [1.5497, 1.6260, -0.1248], [2.0390, -1.4688, -0.7681], [-1.1779, 1.3245, -0.5235]],
  "e_above_lowest_kj_mol": 66.5,
  "smiles": "CC(C)(C)C1=P[Si]1(C)C",
  "energy_ev": -24666.2207,
  "total_charge": 0,
  "e_homo_ev": -7.811
}

---

4.
{
  "formula": "C7H16Cl10O2",
  "method": "wB97M-V/def2-TZVPD",
  "symbols": ["C", "C", "O", "O", "H", "H", "H", "H", "H", "H", "C", "Cl", "Cl", "H", "H", "C", "Cl", "Cl", "H", "H", "C", "Cl", "Cl", "H", "H", "C", "Cl", "Cl", "H", "H", "C", "Cl", "Cl", "H", "H"],
  "positions_angstrom": [[-1.390, 20.679, 34.623], [-2.597, 19.892, 35.224], [-2.982, 18.732, 34.528], [-1.607, 20.866, 33.234], [-0.490, 20.075, 34.734], [-1.097, 21.574, 35.172], [-3.465, 20.543, 35.118], [-2.568, 19.856, 36.313], [-3.116, 19.119, 33.660], [-2.356, 21.466, 33.253], [-12.905, 18.079, 26.659], [-13.723, 16.868, 25.708], [-11.462, 18.578, 25.843], [-13.488, 18.971, 26.885], [-12.696, 17.681, 27.652], [-3.831, 15.034, 26.808], [-4.653, 16.502, 26.327], [-2.793, 15.434, 28.207], [-4.549, 14.245, 27.036], [-3.110, 14.743, 26.044], [-7.334, 25.402, 32.435], [-5.788, 26.246, 32.248], [-7.251, 24.458, 33.935], [-8.053, 26.217, 32.512], [-7.582, 24.741, 31.604], [-7.755, 19.726, 30.192], [-8.310, 18.656, 31.564], [-6.264, 20.579, 30.604], [-7.708, 19.084, 29.312], [-8.544, 20.470, 30.078], [-5.475, 23.143, 25.403], [-3.921, 23.533, 24.514], [-6.013, 24.599, 26.319], [-6.229, 23.106, 24.616], [-5.473, 22.261, 26.044]],
  "forces_ev_per_angstrom": [[0.4446, -2.1161, 0.6075], [-0.5193, 2.2865, 0.1305], [0.8897, -0.0607, 0.4177], [-0.1940, 0.4153, 0.5711], [0.0080, -0.3505, -0.3196], [-0.7300, 0.4357, -0.0105], [-0.2196, 0.7544, -0.0921], [0.5716, -1.0660, -0.0161], [-0.0685, -0.6030, -0.5764], [-0.1978, 0.3072, -0.7178], [-0.3425, 0.3265, 1.2112], [-0.5991, -0.1650, -0.0428], [0.9352, 0.3683, -0.1640], [-0.3787, -0.1867, -0.6827], [0.3919, -0.3417, -0.3122], [0.9369, 0.1309, 0.2116], [-0.4546, 0.1240, -0.4067], [-0.2086, -0.4417, 0.1693], [0.2025, 0.2345, 0.1273], [-0.4851, -0.0388, -0.0991], [0.0585, 0.4815, 0.3488], [0.1532, -0.1164, -0.5191], [-0.4198, -0.0492, -0.1548], [-0.1725, -0.4670, 0.2149], [0.3933, 0.1333, 0.1033], [-0.9201, -0.2656, 0.8560], [0.3330, 0.4719, -0.6768], [-0.1383, -0.3076, -0.3295], [0.5112, 0.2401, 0.1807], [0.2185, -0.1285, -0.0404], [-0.2180, 1.5283, -1.0059], [-0.8963, -0.6901, 0.9028], [0.3156, -0.5796, 0.1373], [0.2667, -0.5444, 0.1513], [0.5325, 0.2802, -0.1750]],
  "e_above_lowest_kj_mol": 115.2,
  "smiles": "ClCCl.ClCCl.ClCCl.ClCCl.ClCCl.OCCO",
  "energy_ev": -136835.9772,
  "total_charge": 0,
  "e_homo_ev": -10.072
}